[1]
{
  "formula": "C13H26OP2Zr",
  "method": "wB97M-V/def2-TZVPD",
  "species": ["Zr", "H", "H", "P", "P", "C", "H", "H", "H", "C", "H", "H", "H", "C", "H", "H", "H", "C", "H", "H", "H", "C", "H", "H", "H", "C", "H", "H", "H", "C", "O", "H", "C", "C", "C", "C", "C", "C", "H", "H", "H", "H", "H"],
  "positions_angstrom": [[-0.05, 0.93, -0.28], [2.17, -1.49, 3.50], [1.59, -1.25, 3.92], [1.67, -0.67, -1.33], [-2.23, 0.13, 0.88], [-3.49, 1.39, 0.47], [-4.32, 1.26, 1.18], [-3.08, 2.41, 0.56], [-3.83, 1.24, -0.56], [-3.17, -1.43, 0.81], [-2.63, -2.19, 1.38], [-4.17, -1.28, 1.23], [-3.24, -1.75, -0.24], [-2.13, 0.31, 2.70], [-1.49, 1.15, 2.99], [-3.14, 0.48, 3.08], [-1.72, -0.61, 3.12], [1.06, -2.30, -1.89], [1.81, -2.78, -2.54], [0.87, -2.93, -1.02], [0.12, -2.18, -2.44], [2.42, 0.05, -2.83], [3.05, 0.91, -2.54], [3.04, -0.71, -3.33], [1.64, 0.42, -3.51], [3.14, -1.14, -0.36], [2.83, -1.76, 0.50], [3.86, -1.69, -0.98], [3.62, -0.24, 0.04], [-0.64, 1.53, -2.27], [-0.86, 1.77, -3.40], [-1.29, -0.34, -0.77], [1.02, 5.28, 1.93], [1.93, 4.55, 1.15], [1.58, 3.26, 0.70], [0.32, 2.75, 1.04], [-0.59, 3.46, 1.80], [-0.23, 4.74, 2.26], [1.29, 6.28, 2.27], [2.91, 4.97, 0.90], [2.29, 2.69, 0.07], [-1.58, 3.07, 2.04], [-0.92, 5.32, 2.88]],
  "total_charge": 2,
  "relative_energy_ev": 0.0000,
  "gap_ev": [6.2, 6.2],
  "multiplicity": 1,
  "homo_energy_ev": [-15.33, -15.33]
}

[2]
{
  "formula": "C13H26OS",
  "method": "wB97M-V/def2-TZVPD",
  "species": ["C", "C", "C", "C", "C", "C", "C", "C", "C", "C", "O", "C", "S", "C", "C", "H", "H", "H", "H", "H", "H", "H", "H", "H", "H", "H", "H", "H", "H", "H", "H", "H", "H", "H", "H", "H", "H", "H", "H", "H", "H"],
  "positions_angstrom": [[-1.85, 5.16, 0.84], [-0.85, 4.10, 0.37], [0.57, 4.57, 0.69], [1.71, 3.72, 0.14], [1.67, 2.24, 0.50], [0.82, 1.49, -0.53], [0.95, -0.02, -0.34], [0.07, -0.77, -1.37], [0.29, -2.31, -1.33], [-0.32, -2.91, -0.04], [-1.22, -2.35, 0.56], [0.21, -4.24, 0.56], [0.71, -4.05, 2.35], [-0.94, -5.28, 0.46], [-1.28, -5.57, -1.02], [-1.62, 6.14, 0.37], [-2.87, 4.91, 0.57], [-1.75, 5.22, 1.93], [-0.92, 3.99, -0.72], [-1.11, 3.18, 0.86], [0.62, 5.57, 0.22], [0.67, 4.74, 1.76], [2.62, 4.13, 0.53], [1.75, 3.81, -0.94], [1.25, 2.02, 1.48], [2.68, 1.87, 0.49], [-0.23, 1.74, -0.40], [1.13, 1.76, -1.54], [1.99, -0.32, -0.52], [0.64, -0.34, 0.66], [0.33, -0.37, -2.34], [-0.99, -0.53, -1.17], [1.36, -2.52, -1.40], [-0.17, -2.74, -2.21], [1.07, -4.54, 0.01], [-0.40, -3.34, 2.71], [-1.83, -4.94, 1.00], [-0.61, -6.22, 0.94], [-1.91, -4.77, -1.41], [-1.87, -6.50, -1.11], [-0.38, -5.74, -1.60]],
  "relative_energy_ev": 0.0000,
  "smiles": "CCCCCCCCCC(=O)[C@@H](S)CC",
  "gap_ev": 9.9,
  "multiplicity": 1,
  "homo_energy_ev": -9.06
}

[3]
{
  "formula": "C13H27BeN4O4P2S5",
  "method": "wB97M-V/def2-TZVPD",
  "species": ["Be", "S", "C", "S", "C", "C", "S", "S", "S", "C", "N", "C", "P", "O", "O", "P", "O", "N", "C", "C", "N", "C", "C", "N", "C", "C", "H", "H", "H", "H", "H", "H", "H", "H", "H", "H", "H", "H", "H", "H", "H", "H", "H", "H", "H", "H", "H", "H", "H", "H", "C", "C", "O", "H", "H", "H"],
  "positions_angstrom": [[-0.11, 0.49, 0.76], [-7.16, -0.49, 0.00], [-5.54, -0.39, -0.21], [-4.52, -1.80, -0.29], [-3.02, -1.01, -0.77], [-3.01, 0.44, -0.36], [-2.38, 0.51, 1.39], [-4.70, 1.10, -0.42], [-1.84, -1.85, -1.48], [0.24, 3.74, 3.29], [1.12, 4.01, 2.19], [1.51, 5.40, 2.07], [1.19, 3.07, 0.79], [0.82, 1.68, 1.32], [0.46, 3.67, -0.35], [-1.79, 1.60, -1.06], [-0.48, 0.91, -0.77], [-2.42, 3.04, -0.51], [-2.14, 3.69, 0.78], [-2.72, 4.09, -1.50], [-1.85, 1.77, -2.72], [-2.80, 1.00, -3.51], [-0.53, 1.86, -3.35], [2.82, 3.01, 0.41], [3.77, 2.48, 1.36], [3.38, 3.81, -0.65], [0.74, 3.96, 4.24], [-0.04, 2.68, 3.29], [-0.68, 4.34, 3.25], [2.08, 5.72, 2.95], [0.64, 6.07, 1.97], [2.13, 5.55, 1.19], [-1.73, 2.98, 1.48], [-3.09, 4.06, 1.18], [-1.44, 4.51, 0.63], [-3.25, 3.70, -2.36], [-1.81, 4.60, -1.83], [-3.36, 4.82, -0.99], [-3.78, 1.00, -3.04], [-2.48, -0.04, -3.65], [-2.89, 1.47, -4.50], [0.12, 2.51, -2.77], [-0.65, 2.28, -4.35], [-0.05, 0.87, -3.43], [3.25, 1.86, 2.09], [4.30, 3.28, 1.89], [4.51, 1.86, 0.85], [2.58, 4.19, -1.28], [4.06, 3.21, -1.27], [3.96, 4.66, -0.25], [1.38, -1.24, 2.51], [0.54, -1.12, 1.22], [0.36, -2.17, 0.61], [0.70, -1.57, 3.31], [1.80, -0.28, 2.81], [2.16, -1.99, 2.39]],
  "total_charge": -1,
  "relative_energy_ev": 0.0000,
  "gap_ev": 6.1,
  "multiplicity": 1,
  "homo_energy_ev": -4.05
}

[4]
{
  "formula": "C13H27ClN2O3S",
  "method": "wB97M-V/def2-TZVPD",
  "species": ["C", "C", "N", "O", "C", "C", "C", "S", "C", "O", "C", "C", "Cl", "C", "C", "H", "H", "H", "H", "H", "H", "H", "H", "H", "H", "H", "H", "H", "H", "H", "H", "H", "H", "H", "H", "C", "N", "C", "C", "O", "H", "H", "H", "H", "H", "H", "H"],
  "positions_angstrom": [[2.02, 2.65, -1.18], [1.43, 1.68, -0.48], [0.29, 0.94, -0.93], [-0.34, 0.44, 0.24], [-1.39, 1.31, 0.69], [-2.41, 0.42, 1.38], [0.65, -0.29, -1.67], [1.66, 0.00, -3.16], [-0.59, -1.15, -2.01], [-0.87, -2.05, -0.95], [-0.10, -3.23, -0.98], [-1.86, -0.37, -2.30], [-3.15, -1.58, -2.71], [-1.79, 0.60, -3.47], [-2.93, 1.64, -3.42], [2.97, 3.03, -0.82], [1.61, 3.10, -2.07], [1.76, 1.45, 0.53], [-0.97, 2.03, 1.39], [-1.82, 1.82, -0.18], [-2.83, -0.29, 0.67], [-1.88, -0.18, 2.12], [-3.19, 1.01, 1.86], [1.29, -0.89, -1.03], [1.35, 1.27, -3.44], [-0.35, -1.73, -2.90], [-0.68, -4.06, -1.42], [0.14, -3.51, 0.04], [0.82, -3.12, -1.55], [-2.24, 0.13, -1.42], [-0.85, 1.14, -3.48], [-1.91, 0.03, -4.38], [-3.57, 1.51, -2.54], [-3.56, 1.57, -4.30], [-2.54, 2.66, -3.40], [2.88, -1.33, 4.93], [2.13, -0.52, 3.98], [1.66, -1.12, 2.75], [1.86, 0.78, 4.20], [1.24, 1.49, 3.43], [3.79, -1.71, 4.46], [2.28, -2.17, 5.27], [3.16, -0.73, 5.79], [2.07, -0.58, 1.89], [0.57, -1.04, 2.69], [1.95, -2.16, 2.70], [2.25, 1.15, 5.16]],
  "smiles": "C=CN(OCC)[C@H](S)[C@@H](OC)[C@H](Cl)CC.CN(C)C=O",
  "gap_ev": 9.2,
  "multiplicity": 1,
  "homo_energy_ev": -8.63
}

[5]
{
  "formula": "C13H27F2O2PS5SbSe4Sn",
  "method": "wB97M-V/def2-TZVPD",
  "species": ["Sn", "Se", "Sb", "Se", "Se", "Se", "C", "C", "S", "C", "C", "S", "C", "C", "S", "H", "H", "H", "H", "H", "H", "H", "H", "H", "H", "H", "H", "F", "C", "F", "H", "C", "C", "C", "O", "P", "S", "S", "O", "C", "C", "C", "H", "H", "H", "H", "H", "H", "H", "H", "H", "H", "H", "H", "H", "H"],
  "positions_angstrom": [[0.83, 1.40, -0.88], [2.36, 2.34, -6.01], [1.80, 2.91, -3.74], [3.26, 3.54, -1.94], [-0.46, 1.69, -3.07], [-0.43, 4.06, -3.72], [5.09, -1.52, 1.34], [4.01, -2.37, 0.70], [2.43, -1.52, 0.46], [1.91, -1.16, 2.15], [2.41, 0.12, 2.83], [2.41, 1.64, 1.80], [4.14, 2.24, 1.70], [5.32, 1.28, 1.73], [5.38, 0.03, 0.40], [6.04, -2.07, 1.36], [4.83, -1.26, 2.36], [3.83, -3.26, 1.31], [4.31, -2.68, -0.30], [2.18, -2.03, 2.77], [0.83, -1.12, 2.08], [3.42, 0.01, 3.24], [1.73, 0.34, 3.66], [4.26, 2.95, 2.52], [4.13, 2.79, 0.76], [5.40, 0.76, 2.68], [6.22, 1.88, 1.59], [-0.08, 3.57, 1.25], [-0.01, 3.48, -0.13], [-1.31, 3.72, -0.56], [0.58, 4.35, -0.46], [-4.48, -3.17, -0.05], [-3.18, -2.92, -0.80], [-2.38, -4.19, -0.99], [-2.43, -1.97, -0.03], [-1.74, -0.72, -0.76], [-0.61, -1.35, -2.23], [-0.97, 0.31, 0.76], [-2.94, 0.10, -1.45], [-3.65, 1.20, -0.85], [-4.50, 0.74, 0.32], [-4.50, 1.80, -1.96], [-5.11, -3.87, -0.59], [-5.02, -2.24, 0.09], [-4.24, -3.57, 0.94], [-3.41, -2.48, -1.79], [-2.16, -4.64, -0.02], [-1.43, -3.97, -1.49], [-2.94, -4.90, -1.60], [-2.92, 1.94, -0.50], [-5.25, 0.03, 0.00], [-4.99, 1.61, 0.77], [-3.86, 0.28, 1.08], [-5.23, 1.07, -2.32], [-3.87, 2.10, -2.80], [-5.02, 2.68, -1.59]],
  "total_charge": -1,
  "relative_energy_ev": 0.7593,
  "gap_ev": 5.8,
  "multiplicity": 1,
  "homo_energy_ev": -4.26
}

[6]
{
  "formula": "C13H27NO4RhSSeSi",
  "method": "wB97M-V/def2-TZVPD",
  "species": ["Rh", "O", "S", "O", "O", "O", "Se", "C", "N", "C", "C", "C", "C", "Si", "C", "C", "C", "C", "C", "C", "C", "C", "H", "H", "H", "H", "H", "H", "H", "H", "H", "H", "H", "H", "H", "H", "H", "H", "H", "H", "H", "H", "H", "H", "H", "H", "H", "H", "H"],
  "positions_angstrom": [[2.43, 0.43, 0.07], [3.17, -0.41, 1.83], [3.94, -1.60, 1.17], [5.34, -1.55, 1.51], [3.71, -1.20, -0.31], [3.25, -2.84, 1.46], [2.85, 5.33, -0.42], [2.93, 3.57, -0.27], [2.98, 2.40, -0.19], [-2.15, 0.91, -1.90], [-0.64, 0.63, -1.84], [-0.29, -0.38, -2.94], [0.12, 1.92, -2.19], [-0.12, -0.04, -0.09], [-0.46, -1.93, 0.13], [-1.90, -2.30, -0.26], [-0.23, -2.35, 1.59], [0.52, -2.78, -0.71], [-0.82, 1.03, 1.36], [0.03, 0.84, 2.63], [-2.28, 0.68, 1.68], [-0.75, 2.53, 1.02], [-2.41, 1.22, -2.92], [-2.44, 1.72, -1.24], [-2.75, 0.04, -1.66], [-0.51, 0.07, -3.91], [-0.87, -1.30, -2.87], [0.77, -0.64, -2.93], [-0.24, 2.29, -3.16], [1.19, 1.73, -2.28], [0.00, 2.72, -1.46], [-2.64, -1.74, 0.31], [-2.06, -3.36, -0.06], [-2.09, -2.14, -1.32], [-0.95, -1.90, 2.27], [0.79, -2.12, 1.92], [-0.35, -3.44, 1.66], [0.45, -2.57, -1.78], [0.27, -3.83, -0.56], [1.55, -2.63, -0.40], [0.07, -0.19, 2.97], [-0.40, 1.44, 3.44], [1.06, 1.17, 2.48], [-2.38, -0.35, 2.04], [-2.93, 0.80, 0.81], [-2.64, 1.34, 2.47], [0.27, 2.85, 0.77], [-1.06, 3.10, 1.90], [-1.40, 2.81, 0.20]],
  "total_charge": -1,
  "relative_energy_ev": 0.0217,
  "gap_ev": [7.5, 6.3],
  "multiplicity": 5,
  "homo_energy_ev": [-4.89, -5.59]
}